# C46H106Cl2N12O14P4

A cluster of 10 separate species, C46H106Cl2N12O14P4 in total (wB97M-V/def2-TZVPD, OMol25).

Last column: Löwdin charge in e.
Cartesian coordinates (Å):
H (-5.8109, -2.5155, 5.9395)  0.080
H (-0.7311, 6.8381, -2.4035)  0.077
C (-1.1216, -0.0187, -5.4161)  -0.083
H (3.2580, 0.1435, -5.7605)  0.050
P (-2.6378, 7.8550, -0.5766)  0.626
H (6.1427, -2.3232, -6.7842)  0.071
H (4.7935, 2.1690, 6.3067)  0.136
H (4.3163, -0.0509, -7.1375)  0.076
H (8.1811, -1.9272, 1.0354)  0.103
C (2.4278, -5.2034, -0.8152)  -0.620
C (-1.1615, 5.9650, 0.8844)  -0.088
C (4.4332, 1.9922, 5.2933)  -0.120
H (-1.7931, 6.3542, 1.6829)  0.057
O (6.1042, 1.1928, 2.4379)  0.093
C (-5.3916, -1.6487, 5.4288)  -0.115
H (5.6205, -3.2854, -5.5287)  0.064
H (-5.3692, -4.1957, -2.9277)  0.076
H (-1.9578, 0.6201, -5.1319)  0.116
N (-2.1158, -4.2446, 0.1980)  -0.284
C (7.9174, -1.0540, -4.7387)  -0.137
H (-2.7518, 2.4239, -0.4706)  0.128
H (-4.8558, -6.2651, 0.9115)  0.071
C (-3.9567, -0.7568, 2.3819)  -0.125
H (-4.6420, 0.5454, -0.4841)  0.113
H (-0.5318, 0.7607, 5.2970)  0.080
H (0.7024, -1.3967, -0.2381)  0.072
H (-0.1699, 5.3821, -1.6566)  0.079
P (-3.0937, -4.9233, -1.0930)  0.660
H (7.9971, 1.2615, -5.6286)  0.083
H (0.3096, -5.9303, -0.7518)  0.046
O (-4.2806, 3.1032, -1.4899)  -0.023
C (-4.0269, -6.9437, 0.7099)  -0.130
C (0.6125, 1.6634, -0.2053)  -0.454
H (-0.2109, -3.4259, 0.5045)  0.020
H (-0.5113, -3.8641, -1.1594)  0.064
H (7.1385, -0.8434, -1.9402)  0.081
C (3.6895, -0.5977, -6.4331)  -0.084
H (5.0978, -3.7130, -1.9188)  0.081
H (8.5082, -2.5766, 2.5839)  0.116
H (4.3505, -3.6528, -3.5179)  0.077
C (-4.6120, -2.6372, -0.9647)  -0.093
N (-3.3984, -6.5567, -0.5336)  -0.320
H (-0.1619, 6.1224, 1.2895)  0.065
C (2.8567, 3.2207, 3.7377)  -0.123
H (0.9158, 0.6635, -5.1383)  0.099
H (-5.7733, 6.6784, -1.9156)  0.082
H (-5.2700, 0.1704, -2.0768)  0.125
C (0.0020, 0.5151, -4.5629)  -0.134
H (-2.8136, -1.6987, 7.6586)  0.082
N (5.6765, -2.0881, -3.0759)  -0.293
H (-3.3086, 1.0276, -3.2416)  0.113
C (-1.2894, -1.4059, -5.0121)  -0.512
H (-5.4207, 5.7385, 0.6531)  0.084
H (-6.1213, -0.8423, 5.5020)  0.073
H (4.1740, 3.9606, 5.2737)  0.109
P (-3.2224, -0.0014, 4.9912)  0.723
H (-2.9211, -0.7074, 2.0454)  0.078
C (-4.3454, 5.8446, 0.5096)  -0.140
H (-0.1176, -0.8530, 5.9108)  0.080
C (-5.6138, -4.7362, -2.0133)  -0.089
N (4.5796, -1.3992, -5.5355)  -0.301
H (-1.1128, 0.0702, -6.5025)  0.138
O (-6.3726, 2.5705, -0.8673)  0.123
H (4.5303, -2.9732, -6.8839)  0.081
H (5.9306, -2.8353, 1.2803)  0.110
H (2.3358, -4.7373, -1.7962)  0.067
H (-3.5375, -4.6189, 1.8410)  0.077
C (-0.9937, 6.0959, -1.6496)  -0.119
C (7.8513, -1.8728, 2.0729)  -0.158
C (0.9263, -0.5635, 0.4280)  -0.173
C (0.4295, -0.5780, -3.5745)  -0.090
C (-0.9889, -3.4826, -0.2569)  -0.176
N (-4.0564, 0.2437, 3.4591)  -0.287
H (-3.3826, -6.9408, 1.5891)  0.076
H (8.0834, -0.4580, 3.5657)  0.131
C (-3.0261, 2.4344, -1.5255)  -0.139
C (7.9432, -0.4505, 2.4848)  -0.086
C (-4.0468, 9.0518, 1.4631)  -0.173
H (2.3551, 4.1884, 3.7362)  0.123
H (2.3589, 1.8141, -1.2682)  0.140
H (-4.0446, 6.0274, 1.5412)  0.067
H (6.0305, -1.4863, -1.0268)  0.069
H (6.7796, 2.0182, -4.6778)  0.080
O (2.2692, 2.0882, 4.3228)  -0.001
H (8.6964, 0.2172, 2.0666)  0.137
C (-5.1566, 1.2314, 3.3771)  -0.097
H (-4.1291, 6.7045, -2.5133)  0.064
H (5.1248, 1.3404, 4.7595)  0.105
C (1.3236, -6.2296, -0.4867)  -0.664
H (-1.9234, 5.5880, -1.9062)  0.063
H (-4.7421, 5.2548, -1.9712)  0.061
O (-2.4700, -4.8888, -2.4616)  -0.294
P (5.2491, -0.7214, -4.1236)  0.633
H (1.4826, -0.8258, -3.7076)  0.107
C (-3.8078, -1.3837, 7.3417)  -0.120
H (-5.3521, 1.4343, 2.3242)  0.071
H (-1.2329, -2.4696, -0.5767)  0.070
H (8.6057, -0.6830, -3.9792)  0.076
N (-1.3744, 6.7406, -0.4063)  -0.295
O (-0.5098, -1.6374, -3.9598)  0.025
C (-4.7649, 6.3148, -1.7182)  -0.118
H (-6.6082, -4.4527, -1.6682)  0.075
H (-1.1482, 9.9450, 0.9308)  0.079
H (-1.7883, -7.7634, -0.7867)  0.075
H (0.4308, -0.3876, 4.4280)  0.067
C (3.0665, 1.3590, 5.2089)  -0.363
H (-2.6546, -3.2125, 1.8733)  0.033
O (0.0193, 0.4874, 0.1465)  0.019
C (6.5046, 0.0447, 2.4199)  -0.450
C (-0.4661, -0.2967, 5.0407)  -0.177
H (2.8747, -1.2039, -6.8291)  0.085
N (-4.0111, 6.7983, -0.5421)  -0.267
O (-1.9870, -2.2785, -5.4956)  0.109
H (3.0532, -0.1440, 0.8569)  0.105
H (2.4100, 2.1977, 0.4513)  0.127
H (-0.8473, -2.2984, 3.2984)  0.084
H (-2.2850, 3.0637, -2.0183)  0.117
O (2.6711, 0.5213, 6.0528)  0.073
H (8.4406, -1.0791, -5.6947)  0.079
N (-4.0798, -1.1941, 5.9304)  -0.300
H (-4.5831, -0.5425, 1.5161)  0.064
C (-5.3123, 2.2804, -1.3469)  -0.475
C (-1.6015, 9.2605, 1.6478)  -0.061
N (-2.8106, 8.7346, 0.9129)  -0.314
H (-2.6240, 0.3407, -1.8489)  0.114
N (-1.6704, -0.7757, 4.5251)  -0.309
H (1.0235, -0.8491, 1.4754)  0.124
H (-5.3638, -2.0292, 4.4077)  0.057
H (-0.9748, 8.3867, 1.8261)  0.050
C (-2.8052, -7.6513, -1.1628)  -0.163
C (6.5416, -1.7553, -1.9512)  -0.149
H (-4.9141, 2.2080, 3.7962)  0.078
H (3.4318, -5.5697, -0.6008)  0.065
H (-1.2052, 4.8910, 0.7033)  0.065
O (-2.9211, 1.2920, 5.7237)  -0.324
O (-2.5328, 8.6707, -1.8428)  -0.317
H (5.1651, 3.4286, 3.9123)  0.110
H (-1.8495, 9.8014, 2.5610)  0.080
H (-5.6148, -2.2322, -0.8287)  0.082
C (-2.5387, -4.2595, 1.5932)  -0.107
C (-4.6813, 0.8959, -1.5154)  -0.100
H (7.6178, -2.0927, -4.5999)  0.064
C (-3.3657, 1.0789, -2.1543)  -0.138
H (3.0948, 3.0405, 2.6894)  0.098
H (6.0930, -2.7903, 3.0600)  0.120
C (2.0421, 1.4787, -0.2807)  -0.065
H (-2.6006, -7.5413, -2.2278)  0.079
C (4.6826, -3.0467, -2.6749)  -0.136
H (-2.6182, -2.4218, 3.8260)  0.040
C (5.2429, -2.5134, -6.1991)  -0.140
H (-4.2032, -2.3309, -1.9277)  0.073
H (-3.8973, -2.2840, -0.2214)  0.053
H (7.1583, -2.6207, -1.7083)  0.087
H (-4.8197, 9.2168, 0.7124)  0.089
H (-4.1451, -0.5329, 7.9337)  0.080
H (-4.3284, 8.2577, 2.1547)  0.070
O (4.2509, 0.2287, -3.5802)  -0.310
H (-4.0908, 4.8396, 0.1731)  0.062
O (5.6530, -0.9692, 2.0702)  -0.009
H (-4.4900, -7.9138, 0.5293)  0.078
H (-3.4341, -8.5302, -1.0208)  0.082
C (-1.5959, -2.1362, 4.0739)  -0.143
Cl (2.2266, -3.8778, 0.3040)  0.609
H (-3.9983, 9.9333, 2.1025)  0.079
C (6.9501, 1.1694, -5.3401)  -0.087
N (6.7756, -0.1279, -4.6884)  -0.312
H (-1.3897, -2.7086, 4.9784)  0.086
H (-6.0694, 0.8721, 3.8523)  0.065
H (0.2992, -0.3825, -2.5101)  0.105
H (2.7278, -0.6435, -0.6870)  0.092
N (-4.6428, -4.1615, -0.9996)  -0.301
H (1.3553, -7.1742, -1.0296)  0.070
C (2.3127, 0.0177, 0.0736)  -0.119
H (-5.4633, -5.8101, -2.1235)  0.073
Cl (1.3615, -6.6883, 1.2140)  0.553
O (-0.0353, 2.6897, -0.4582)  0.069
C (4.2733, 3.2025, 4.4969)  -0.160
H (-0.2224, 1.4278, -4.0109)  0.114
H (6.2305, 1.1407, -6.1583)  0.071
H (-1.7402, -4.6635, 2.2156)  0.089
H (-4.4592, -2.1930, 7.6713)  0.071
H (-4.1802, -1.7362, 2.8051)  0.041
H (3.7840, -2.5790, -2.2725)  0.066
C (6.3291, -2.2773, 2.1276)  -0.091

Atomic forces in eV per Å
H 0.4 0.1 0.7
H -0.3 0.1 0.0
C -0.7 2.1 -0.2
H -0.2 0.1 -0.2
P -1.2 -0.3 0.2
H 0.1 0.9 -0.3
H -0.4 -0.3 -0.1
H -0.4 -0.2 -0.6
H -0.1 -0.2 -0.3
C -0.7 -0.7 0.2
C 0.4 1.0 -1.2
C 0.0 -1.9 -1.2
H -0.5 -0.4 -0.3
O 0.5 -1.4 0.6
C 0.0 0.2 0.0
H -0.5 0.0 0.5
H -0.4 -0.4 -0.5
H -0.7 -0.6 -0.1
N -2.1 -1.9 -2.8
C -0.1 0.5 0.2
H 0.5 -0.8 0.0
H 0.0 0.1 0.2
C 0.7 0.6 1.0
H 0.4 -0.2 0.1
H -0.1 -0.1 0.1
H -0.2 0.0 0.4
H 0.0 0.0 0.9
P -0.2 -0.9 1.3
H -0.2 -0.2 -0.5
H 0.1 0.8 0.3
O -0.6 2.2 -0.6
C -0.9 0.9 -0.3
C -3.2 1.3 -0.7
H -0.3 0.0 0.1
H -0.2 -0.6 0.1
H 0.4 -0.1 -1.4
C 0.9 0.1 2.1
H 0.1 0.0 0.0
H -0.2 0.2 0.3
H 0.1 -0.1 -0.1
C 0.6 -1.9 -0.9
N -1.1 3.0 -0.5
H 0.4 0.2 -0.4
C 4.1 -1.0 -0.1
H -0.2 0.6 -0.3
H -0.1 0.3 0.7
H -0.5 0.2 0.2
C 2.2 0.8 0.1
H 0.3 0.4 -0.6
N 0.7 2.5 -1.3
H -0.6 0.5 0.0
C -1.1 -2.0 -0.3
H -0.5 0.5 -0.4
H -0.3 -0.1 -0.1
H 0.2 0.7 -0.3
P 1.8 0.6 -0.4
H 0.1 -0.5 -0.2
C -0.3 -0.3 0.7
H -0.3 -0.1 0.7
C 1.2 1.7 0.9
N -0.1 -0.8 0.3
H 0.6 0.0 0.1
O 0.0 0.2 -0.8
H 0.0 -0.1 0.1
H 0.4 -0.1 0.1
H 0.0 -0.6 -0.1
H 0.3 -0.7 -0.6
C -0.8 0.1 -0.4
C -0.1 -1.6 -1.9
C 1.7 0.4 -0.4
C -1.7 -0.4 -0.9
C 0.5 0.8 0.2
N 0.3 0.1 1.7
H 0.3 -0.3 0.0
H 0.5 0.3 0.3
C 0.4 0.3 -0.2
C -1.2 0.3 2.3
C -1.9 -0.1 1.0
H -0.6 -0.5 0.9
H 0.3 -0.1 0.0
H 0.8 0.3 -0.3
H -1.0 -0.5 0.2
H -0.4 -0.1 0.1
O -1.4 -1.8 1.0
H -0.4 -0.2 -0.3
C 0.4 -0.3 0.0
H -0.5 0.3 -0.7
H 0.1 -0.4 0.3
C -0.2 -0.5 -1.0
H 0.2 -0.6 -1.1
H 0.1 -0.2 1.1
O -0.4 -0.2 2.1
P 0.5 -1.1 -1.2
H -0.2 -0.7 -0.2
C -1.0 -0.1 0.6
H -0.1 -0.2 -0.1
H -0.3 0.5 0.3
H 0.5 -0.7 0.1
N 1.3 1.0 2.5
O 1.5 -1.4 1.7
C 2.0 1.6 -2.0
H -0.1 -0.4 -0.2
H 0.6 0.1 0.4
H 0.2 -0.9 0.5
H -0.3 0.0 -1.0
C -1.2 -0.5 3.9
H 0.3 0.2 0.3
O -1.2 0.8 0.3
C -0.7 1.4 -2.3
C 1.7 1.2 1.3
H 0.3 -0.1 -0.4
N -1.3 -0.1 0.3
O 0.8 1.3 0.6
H -0.3 0.5 0.4
H 0.6 -0.1 0.0
H -0.2 0.0 -0.1
H -0.3 -0.1 -0.2
O 0.4 2.3 -3.9
H -0.2 0.5 -0.3
N 0.6 0.3 -2.1
H -0.3 0.1 0.4
C 0.8 -1.5 1.1
C -0.7 -0.9 -2.0
N 3.0 -1.0 -1.6
H 0.0 -0.1 0.3
N -3.2 1.2 -0.9
H -1.1 0.0 0.1
H 0.3 0.5 -0.2
H 0.4 0.5 0.3
C 1.7 -0.8 -1.4
C 0.2 0.3 1.1
H 0.4 -0.3 0.3
H -0.2 -0.3 -0.4
H -0.6 0.0 0.1
O -0.9 -2.3 -1.2
O -0.2 -1.5 1.9
H -0.4 0.1 -0.3
H -0.2 -0.3 -0.1
H 0.1 -0.1 0.2
C 0.5 1.8 -0.2
C -2.2 -1.4 -0.6
H 0.0 0.2 0.5
C 2.1 0.3 0.9
H -0.4 -0.4 -0.2
H -0.2 0.2 0.0
C 1.6 0.0 0.0
H -0.6 0.4 -0.2
C -0.9 -0.2 -0.5
H 0.4 -0.4 -0.5
C 0.1 -0.4 -0.1
H -0.2 0.5 -0.2
H -0.3 -0.2 0.3
H 0.3 0.1 -0.1
H -0.1 -0.1 0.1
H 0.4 0.3 0.1
H -0.8 -0.2 0.1
O 0.8 0.2 0.1
H 0.6 -0.1 0.4
O 0.7 -0.5 0.9
H 0.1 -0.1 0.4
H 0.4 -0.2 0.0
C -1.3 0.1 1.5
Cl 0.5 1.4 0.7
H 0.1 0.3 -0.3
C -0.5 -0.6 0.5
N -0.8 -1.4 1.6
H 0.6 -0.8 -0.1
H -0.2 0.0 -0.1
H -0.4 0.2 -0.1
H 0.0 0.7 -0.8
N 0.8 -0.3 0.6
H 0.9 0.1 -0.2
C 0.6 -0.8 -0.2
H -0.1 0.2 0.1
Cl -0.1 -0.2 0.4
O 1.3 -2.6 0.7
C -0.5 3.6 0.0
H -0.1 0.1 -0.4
H 0.4 0.9 -0.5
H -0.2 -0.4 0.2
H 0.0 -0.2 0.0
H -0.1 -0.2 -0.6
H -0.1 0.1 0.3
C 0.8 1.6 0.1

The calculation puts the HOMO-LUMO gap at 7.706 eV. The HOMO energy is -7.63 eV. The SMILES is CN(C)P(=O)(N(C)C)N(C)C.CN(C)P(=O)(N(C)C)N(C)C.CN(C)P(=O)(N(C)C)N(C)C.CN(C)P(=O)(N(C)C)N(C)C.O=C1CCCO1.O=C1CCCO1.O=C1CCCO1.O=C1CCCO1.O=C1CCCO1.ClCCCl. Its energy above the lowest of the compared OMol25 structures with the same formula, charge and spin is 189.7 kJ/mol. As for the spin multiplicity: 1.